No. 1
{"formula": "C8H10NOP", "method": "the ωB97M-V functional and the def2-TZVPD basis", "lumo_ev": 0.05, "homo_ha": -0.318, "e_above_lowest_ev": 1.121, "total_energy_ha": -782.12142, "multiplicity": 1, "charge": 0, "elements": ["C", "C", "C", "C", "C", "C", "C", "C", "N", "O", "P", "H", "H", "H", "H", "H", "H", "H", "H", "H", "H"], "xyz": [[-2.80, -0.06, 1.39], [-1.84, -0.91, 2.00], [-2.46, 0.56, 0.22], [-0.62, -1.18, 1.37], [-1.23, 0.31, -0.39], [-0.32, -0.61, 0.13], [2.23, 1.08, -1.93], [0.75, -0.88, -0.76], [2.08, 0.49, -0.61], [2.34, -0.06, 1.76], [2.90, 0.82, 0.73], [-3.83, 0.02, 1.75], [-2.13, -1.45, 2.83], [-3.02, 1.48, -0.15], [-0.05, -2.11, 1.88], [-1.04, 1.00, -1.27], [2.78, 2.01, -1.93], [2.87, 0.43, -2.58], [1.31, 1.38, -2.28], [1.35, -1.66, -0.39], [0.73, -0.67, -1.79]]}

No. 2
{"formula": "C8H10O3", "method": "the ωB97M-V functional and the def2-TZVPD basis", "lumo_ev": [0.31, -1.88], "homo_ha": [-0.167, -0.303], "e_above_lowest_ev": 1.499, "total_energy_ha": -536.29140, "multiplicity": 3, "charge": 0, "elements": ["C", "C", "C", "C", "C", "C", "C", "C", "O", "O", "O", "H", "H", "H", "H", "H", "H", "H", "H", "H", "H"], "xyz": [[-0.06, 0.56, -1.43], [1.27, 0.82, -0.83], [-0.63, -0.62, -1.35], [1.56, 1.09, 0.46], [-0.88, -2.89, -0.53], [-0.19, -1.77, -0.62], [0.60, 1.55, 1.48], [-0.54, 0.92, 1.73], [-2.13, -3.06, -1.06], [0.90, 2.74, 2.03], [-1.40, 1.29, 2.72], [-0.33, 1.39, -1.98], [2.11, 0.71, -1.44], [-1.54, -0.69, -1.92], [2.56, 1.58, 0.60], [-0.56, -3.80, 0.00], [0.86, -1.84, -0.39], [-2.16, -2.41, -1.81], [-0.87, 0.07, 1.31], [-0.01, 3.05, 2.23], [-0.96, 1.68, 3.48]]}

No. 3
{"formula": "C8H10O8PRu", "method": "the ωB97M-V functional and the def2-TZVPD basis", "lumo_ev": [-12.36, -16.89], "homo_ha": [-0.735, -0.776], "total_energy_ha": -1347.58098, "multiplicity": 5, "charge": 3, "elements": ["O", "C", "Ru", "O", "C", "C", "O", "C", "O", "C", "O", "H", "C", "O", "P", "O", "C", "O", "C", "H", "H", "H", "H", "H", "H", "H", "H", "H"], "xyz": [[-6.69, 1.43, 1.70], [-5.64, 1.00, 1.51], [-1.44, 1.08, 0.34], [-3.21, -1.21, 1.48], [-2.48, -0.44, 1.06], [-0.35, 2.54, -0.40], [0.23, 3.43, -0.84], [-0.83, 1.57, 2.15], [-0.59, 1.96, 3.21], [-1.94, 0.56, -1.50], [-2.31, 0.33, -2.56], [-2.71, 2.15, 0.39], [2.17, -2.29, 1.92], [1.94, -1.89, 0.56], [0.73, -0.72, 0.36], [1.62, 0.61, 0.05], [2.58, 0.85, -1.02], [0.12, -1.16, -1.08], [0.80, -1.31, -2.35], [2.99, -3.03, 1.92], [1.27, -2.75, 2.34], [2.45, -1.46, 2.57], [3.24, 1.63, -0.61], [3.18, -0.02, -1.26], [2.08, 1.24, -1.91], [0.75, -0.38, -2.93], [0.23, -2.09, -2.86], [1.83, -1.64, -2.23]]}

No. 4
{"formula": "C8H10OSi", "method": "the ωB97M-V functional and the def2-TZVPD basis", "lumo_ev": 0.95, "homo_ha": -0.356, "e_above_lowest_ev": 1.661, "total_energy_ha": -675.45526, "multiplicity": 1, "smiles": "C#C[SiH](C#C)OCCC=C", "charge": 0, "elements": ["C", "C", "Si", "C", "C", "O", "C", "C", "C", "C", "H", "H", "H", "H", "H", "H", "H", "H", "H", "H"], "xyz": [[-4.05, 0.97, -1.31], [-3.36, 0.45, -0.48], [-2.32, -0.30, 0.87], [-1.67, -1.90, 0.19], [-1.15, -2.92, -0.19], [-1.11, 0.63, 1.39], [-0.05, 1.33, 0.81], [0.61, 0.62, -0.39], [2.05, 0.31, -0.13], [2.52, -0.91, 0.05], [-4.65, 1.40, -2.06], [-3.05, -0.48, 2.12], [-0.71, -3.81, -0.52], [0.69, 1.46, 1.61], [-0.42, 2.32, 0.52], [0.52, 1.26, -1.28], [0.06, -0.30, -0.59], [2.70, 1.17, -0.08], [1.88, -1.77, 0.01], [3.56, -1.10, 0.27]]}

No. 5
{"formula": "C8H10S", "method": "the ωB97M-V functional and the def2-TZVPD basis", "lumo_ev": -0.24, "homo_ha": -0.296, "e_above_lowest_ev": 5.949, "total_energy_ha": -708.80935, "multiplicity": 1, "charge": 0, "elements": ["C", "C", "C", "C", "C", "C", "C", "C", "S", "H", "H", "H", "H", "H", "H", "H", "H", "H", "H"], "xyz": [[0.85, 1.79, 0.12], [0.18, 1.04, 1.13], [1.67, 1.27, -0.79], [0.46, -0.25, 1.27], [0.95, -1.39, -0.86], [1.86, -0.21, -0.85], [1.51, -0.88, 0.45], [-3.65, -0.62, 0.78], [-4.37, -0.12, -0.64], [0.72, 2.87, 0.14], [-0.64, 1.40, 1.66], [2.02, 1.92, -1.59], [-0.04, -1.24, -1.19], [1.36, -2.31, -1.40], [2.84, -0.41, -1.33], [2.22, -1.36, 1.09], [0.04, -0.98, 1.91], [-3.02, -1.53, 0.52], [-4.95, 1.03, -0.42]]}

No. 6
{"formula": "C8H10S2", "method": "the ωB97M-V functional and the def2-TZVPD basis", "lumo_ev": -0.30, "homo_ha": -0.311, "e_above_lowest_ev": 2.981, "total_energy_ha": -1107.03896, "multiplicity": 1, "smiles": "S=CC1CC1.c1ccsc1", "charge": 0, "elements": ["S", "C", "C", "C", "C", "H", "H", "H", "H", "H", "H", "C", "C", "C", "S", "C", "H", "H", "H", "H"], "xyz": [[-2.00, -1.37, -1.00], [-1.56, -1.17, 0.64], [-1.31, 0.23, 0.98], [-1.45, 1.39, 0.02], [-2.59, 1.12, 0.94], [-1.50, -2.06, 1.32], [-0.99, 0.50, 1.94], [-1.61, 1.10, -1.06], [-0.78, 2.15, 0.15], [-2.74, 1.77, 1.77], [-3.41, 0.75, 0.38], [2.14, 0.02, -0.45], [1.49, -1.21, -0.72], [1.72, -2.39, 0.00], [3.25, -2.17, 0.88], [3.17, -0.41, 0.44], [1.72, 0.96, -0.61], [0.75, -1.29, -1.63], [1.08, -3.34, 0.07], [3.41, 0.30, 1.21]]}

No. 7
{"formula": "C8H11B", "method": "the ωB97M-V functional and the def2-TZVPD basis", "lumo_ev": -0.16, "homo_ha": -0.299, "e_above_lowest_ev": 4.264, "total_energy_ha": -336.10136, "multiplicity": 1, "smiles": "B/C(=C\\C=C/C#C)CC", "charge": 0, "elements": ["B", "C", "C", "C", "C", "C", "C", "C", "C", "H", "H", "H", "H", "H", "H", "H", "H", "H", "H", "H"], "xyz": [[-0.53, -0.30, 1.48], [-0.54, -0.27, -0.07], [-0.55, 0.78, -0.91], [-0.18, 2.12, -0.57], [0.56, 2.45, 0.59], [1.09, 1.64, 1.58], [1.93, 1.40, 2.41], [-0.98, -1.64, -0.85], [0.20, -2.25, -1.57], [0.04, -1.14, 2.01], [-1.23, 0.39, 2.13], [-0.98, 0.71, -1.86], [-0.40, 2.92, -1.25], [0.71, 3.47, 0.80], [2.55, 0.89, 3.15], [-1.33, -2.44, -0.14], [-1.77, -1.36, -1.64], [0.59, -1.68, -2.47], [-0.28, -3.32, -1.87], [1.10, -2.36, -0.94]]}

No. 8
{"formula": "C8H11BBrO5P", "method": "the ωB97M-V functional and the def2-TZVPD basis", "lumo_ev": 0.31, "homo_ha": -0.326, "total_energy_ha": -3627.89073, "multiplicity": 1, "smiles": "C#C[C@@]1(P(C)CC)OC(=O)O[C@@]1(Br)B(O)O", "charge": 0, "elements": ["C", "C", "C", "P", "C", "C", "C", "O", "C", "O", "O", "C", "Br", "B", "O", "O", "H", "H", "H", "H", "H", "H", "H", "H", "H", "H", "H"], "xyz": [[-1.50, -0.54, 1.99], [-0.87, -0.19, 1.03], [-0.02, 0.39, 0.01], [1.44, -0.78, -0.35], [2.24, -1.13, 1.26], [0.60, -2.38, -0.66], [-0.45, -2.33, -1.78], [-0.67, 0.58, -1.27], [0.22, 1.41, -1.95], [0.42, 1.40, -3.11], [0.77, 2.26, -1.05], [0.33, 1.88, 0.26], [1.62, 2.27, 1.64], [-1.02, 2.71, 0.60], [-1.85, 3.13, -0.43], [-1.31, 3.02, 1.89], [-1.97, -0.93, 2.86], [2.57, -0.22, 1.74], [3.10, -1.77, 1.03], [1.57, -1.70, 1.92], [0.18, -2.79, 0.27], [1.41, -3.06, -0.95], [-0.08, -1.72, -2.60], [-0.68, -3.33, -2.14], [-1.36, -1.87, -1.41], [-2.44, 2.44, -0.76], [-2.24, 3.27, 1.97]]}